{
  "formula": "C21H43N3OPS2",
  "method": "ωB97M-V with the def2-TZVPD basis set",
  "multiplicity": 1,
  "fmax_ev_per_a": 1.58,
  "homo_lumo_gap_ev": 6.73,
  "homo_ev": -10.14,
  "total_charge": 1,
  "species": ["C", "C", "C", "C", "N", "C", "C", "C", "C", "P", "C", "C", "O", "C", "C", "N", "C", "C", "C", "C", "S", "S", "C", "C", "C", "H", "H", "H", "H", "H", "H", "H", "H", "H", "H", "H", "H", "H", "H", "H", "H", "H", "H", "H", "H", "H", "H", "H", "H", "H", "H", "H", "H", "H", "H", "H", "H", "H", "H", "H", "H", "H", "H", "H", "H", "C", "C", "N", "H", "H", "H"],
  "xyz": [[-0.94, 2.74, 0.77], [-1.80, 1.52, 1.15], [-3.06, 1.34, 0.27], [-3.08, -0.03, -0.41], [-3.13, -1.16, 0.53], [-3.09, -2.45, -0.15], [-1.87, -2.61, -1.06], [-0.55, -2.22, -0.37], [0.36, -1.49, -1.38], [2.03, -1.18, -0.77], [2.26, -1.66, 0.95], [3.75, -2.00, 1.19], [4.40, -0.82, 1.58], [5.70, -1.04, 2.15], [6.73, -0.16, 1.48], [2.41, 0.38, -0.96], [3.09, 0.75, -2.02], [4.49, 0.32, -2.26], [2.45, 1.67, -3.01], [-4.30, -1.07, 1.36], [-4.15, -0.68, 2.91], [-5.92, -1.48, 0.69], [-6.56, 0.11, 0.04], [-8.04, 0.36, 0.42], [-8.78, -0.78, 1.11], [-1.30, 3.22, -0.14], [-0.86, 3.47, 1.56], [0.08, 2.41, 0.56], [-1.20, 0.62, 1.02], [-2.06, 1.58, 2.21], [-3.98, 1.53, 0.82], [-3.02, 2.07, -0.53], [-3.94, -0.06, -1.10], [-2.17, -0.07, -1.00], [-3.01, -3.22, 0.63], [-3.99, -2.69, -0.71], [-1.86, -3.61, -1.48], [-2.02, -1.94, -1.91], [-0.06, -3.14, -0.06], [-0.77, -1.58, 0.48], [0.41, -2.11, -2.28], [-0.07, -0.52, -1.63], [2.89, -1.98, -1.53], [1.64, -2.51, 1.21], [2.02, -0.82, 1.60], [4.19, -2.33, 0.24], [3.83, -2.80, 1.92], [5.63, -0.84, 3.21], [6.00, -2.08, 2.00], [6.41, 0.88, 1.43], [7.63, -0.20, 2.10], [7.03, -0.53, 0.50], [4.58, -0.76, -2.44], [5.12, 0.58, -1.41], [4.86, 0.81, -3.16], [3.08, 1.75, -3.89], [1.46, 1.29, -3.28], [2.37, 2.66, -2.57], [-5.93, 0.94, 0.32], [-6.52, 0.03, -1.05], [-8.59, 0.57, -0.50], [-8.13, 1.24, 1.05], [-9.81, -0.47, 1.24], [-8.83, -1.68, 0.50], [-8.40, -1.00, 2.11], [5.76, 3.94, 0.43], [5.92, 3.55, -0.97], [6.04, 3.26, -2.07], [6.71, 3.84, 0.94], [5.43, 4.98, 0.48], [5.02, 3.31, 0.91]],
  "lowdin_charge": [-0.09, -0.23, -0.19, -0.20, -0.22, -0.22, -0.18, -0.24, -0.27, 0.94, -0.22, -0.28, -0.17, -0.25, -0.06, -0.05, -0.39, -0.03, 0.00, -1.09, 0.77, 0.88, -0.44, -0.29, -0.16, 0.06, 0.07, 0.05, 0.08, 0.09, 0.08, 0.11, 0.12, 0.10, 0.13, 0.09, 0.12, 0.10, 0.11, 0.10, 0.10, 0.08, 0.06, 0.09, 0.12, 0.10, 0.13, 0.12, 0.12, 0.06, 0.08, 0.08, 0.09, 0.08, 0.08, 0.09, 0.09, 0.11, 0.06, 0.06, 0.10, 0.10, 0.07, 0.07, 0.06, -0.06, -0.27, 0.14, 0.09, 0.09, 0.08]
}